12 unconnected molecules or ions with the total composition C53H67F11NO37PS2 in a non-equilibrium geometry. Source: OMol25; level of theory: wB97M-V/def2-TZVPD.

```
172
Properties=species:S:1:pos:R:3:forces:R:3:lowdin_charge:R:1
C -3.773730 -4.178364 0.313869 0.033 0.558 0.043 -0.172
C -10.141907 -4.115176 -6.412979 0.096 -0.038 -0.198 -0.038
C 10.577830 1.354961 5.896865 0.050 0.031 0.042 -0.545
C 1.963930 -2.894694 1.591936 0.108 -0.123 0.416 -0.249
F 2.676863 0.764720 9.969748 0.065 0.011 -0.023 0.075
C 0.013476 5.087425 -6.320107 -0.210 -0.118 0.070 -0.307
O 1.572198 3.412537 -6.317397 -0.085 0.087 -0.007 0.085
H 3.598901 5.820369 -2.133734 0.046 0.157 -0.098 0.147
C 5.592815 5.020698 -1.721756 -0.147 -0.123 -0.223 -0.282
C 7.083850 8.834746 -7.009676 0.557 -0.034 0.095 -0.047
H 0.254792 1.116539 -1.483709 -0.192 0.059 0.104 0.137
C -9.594726 -4.493316 -4.263198 -0.052 -0.047 -0.007 -0.527
H -2.673269 -2.346734 0.347163 0.172 0.178 -0.027 0.112
C 5.357776 -0.238503 8.212370 -0.008 -0.021 0.022 -0.540
H 5.634843 1.582774 -1.650051 0.129 0.007 -0.054 0.158
O -9.696521 -3.046865 -0.403022 0.341 -0.097 -0.807 -0.152
H -9.613551 -3.834448 -7.319218 0.177 -0.066 0.095 0.142
H -4.565114 -2.331683 -0.545176 -0.062 0.167 -0.135 0.109
H -15.736559 -4.909419 -0.511828 -0.219 0.088 -0.162 0.074
C 2.354204 -6.560314 0.293028 -0.698 0.134 -0.345 -0.312
H -9.866589 -2.081966 -5.608400 -0.078 0.068 -0.003 0.177
O -5.307354 -8.654063 5.108539 0.075 -0.049 0.056 0.184
H 0.811132 4.133962 -8.118241 0.193 -0.025 0.070 0.142
O -6.648981 -6.867696 5.399586 0.069 0.094 -0.095 0.072
H 5.482047 11.876820 -5.250817 0.029 0.075 -0.062 0.168
H 2.871082 -8.601355 0.669747 -0.004 -0.147 0.104 0.067
C -0.197950 -2.909803 0.221967 0.024 0.145 -0.168 -0.159
H 6.926098 3.331871 3.911780 0.116 0.029 -0.073 0.176
C 2.575465 -2.914218 2.991856 0.392 0.014 -0.165 -0.094
H -15.107251 -2.809862 2.415876 -0.058 0.094 0.079 0.104
C 5.628422 0.917428 -0.792082 0.187 -0.317 0.231 -0.298
O -0.829679 2.907193 -1.443899 0.198 0.049 0.060 0.079
C 5.702201 8.293165 -6.787417 -0.273 0.143 0.196 -0.317
O 11.777101 1.685373 5.369002 0.014 -0.130 0.001 0.080
O 5.044041 8.598360 -8.004166 0.297 -0.244 -0.104 0.126
C 5.352149 12.457993 -3.131367 -0.218 0.050 0.071 -0.050
H 7.152499 9.893357 -6.753852 -0.142 0.002 0.045 0.139
O 2.677575 -0.686166 -1.085844 -0.080 -0.080 -0.081 0.158
O -8.050420 -5.041758 -0.643118 -0.512 -0.005 -0.112 -0.080
O 2.069696 3.551984 -4.126870 -0.039 0.002 -0.109 0.159
C -10.857685 -3.823732 -0.705360 -0.582 -0.081 0.403 -0.172
O 6.907376 9.469763 -2.705443 0.150 -0.117 0.055 0.186
H -11.143408 -3.666370 -1.739040 0.178 0.269 -0.211 0.116
H -11.005862 -2.032109 1.391170 0.101 0.064 0.022 0.109
O -7.285810 -2.774536 0.078115 -0.217 -0.121 -0.252 -0.154
C -1.009242 -5.176153 0.429771 0.745 -0.193 -0.198 -1.077
C -15.593633 -4.739073 0.549745 0.578 -0.074 0.161 -0.052
O 6.692707 5.066823 -2.608198 -0.085 0.272 0.153 0.144
C -5.841562 -5.670258 3.634834 0.240 0.095 -0.035 -0.312
H -10.673886 -4.892491 -0.600474 0.277 -0.123 0.059 0.129
O 3.540299 0.995139 0.114957 0.132 -0.198 0.194 0.051
H -15.466678 -5.720955 1.002748 -0.207 -0.120 0.133 0.083
H 4.908969 2.506037 0.509898 -0.204 0.066 -0.040 0.127
S -0.179100 -6.143848 -0.862037 -0.153 0.337 -0.284 0.865
C 6.355845 5.914786 -3.622314 -0.089 0.043 -0.064 -0.546
H 3.787508 -1.469169 10.183533 -0.026 0.127 0.038 0.145
H 2.120677 -6.104377 1.252145 0.229 0.030 0.248 0.089
C -13.218194 -4.180590 -0.024624 0.291 0.628 0.573 -0.003
H -5.827609 -2.581316 1.477803 -0.071 -0.145 0.390 0.135
O 10.419622 0.002590 5.914280 -0.050 0.083 -0.311 0.133
H -0.294679 3.120086 -7.164348 -0.086 0.069 0.071 0.146
C -13.054331 -2.290946 2.009799 -0.028 -0.481 -0.505 -0.061
O 9.766782 2.129640 6.276851 0.055 0.098 0.101 0.175
H 2.014131 -2.312831 3.701666 -0.180 0.029 0.078 0.071
H 2.685749 -3.925674 3.373645 -0.239 -0.131 0.159 0.068
H -3.493874 -4.936702 -0.408435 0.170 -0.149 -0.027 0.110
H 3.578643 -2.494022 2.964093 0.136 0.041 0.031 0.063
H -12.986159 -1.546133 2.785445 -0.054 0.072 0.161 0.099
H -11.002389 -4.733732 -6.669384 -0.085 0.075 0.066 0.147
O 7.054267 11.261391 -4.078987 -0.440 -0.127 -0.021 0.121
H 7.844256 8.284445 -6.462745 0.042 -0.080 -0.158 0.141
C 0.478831 3.887013 -7.114122 0.076 -0.044 -0.212 -0.041
H 5.742135 5.746067 -0.921163 0.024 -0.130 0.116 0.178
H 11.004906 -0.697140 4.074316 0.011 -0.111 0.006 0.175
C 5.281426 1.104205 4.093008 -0.075 -0.189 0.050 -0.550
H 0.580639 2.253716 -2.807837 0.176 0.073 0.005 0.122
C 7.077037 1.660223 5.338050 -0.097 0.051 0.264 -0.058
H 5.214803 0.977539 1.336541 0.027 -0.185 -0.167 0.115
O 6.410571 -0.054578 7.707537 0.238 -0.021 0.131 0.184
H 1.747045 -8.417499 -0.655346 -0.182 -0.091 -0.127 0.065
C 12.518983 0.478727 5.158801 0.169 0.086 -0.125 -0.046
C 3.615128 -0.047196 -0.731936 -0.049 -0.093 0.073 -0.558
O 4.897251 -0.257597 -1.128433 -0.172 0.254 -0.115 0.146
H 0.031195 -3.488861 2.342992 -0.125 -0.293 -0.102 0.092
C 3.265581 0.186591 8.894406 0.097 0.071 0.205 -0.312
H -13.265062 -4.904611 -0.826982 -0.089 -0.127 -0.088 0.120
C -10.545894 -2.933983 -5.558889 -0.231 -0.085 0.014 -0.303
C 3.577098 -1.274231 9.131175 -0.094 -0.207 -0.039 -0.049
F -5.068504 -4.582840 3.370118 -0.022 -0.010 0.077 0.058
H 2.794655 -1.944762 8.787122 0.119 -0.041 -0.153 0.141
H -6.073282 -4.894054 5.636848 0.103 0.028 -0.089 0.144
C 11.417215 -0.553934 5.074378 0.037 -0.079 0.230 -0.310
C 0.447357 -2.797244 1.614076 0.118 0.535 -0.075 -0.181
O -1.203712 5.030398 -0.789994 -0.016 0.087 -0.038 0.183
O 4.223917 0.679333 3.758647 -0.026 -0.060 -0.084 0.172
C -6.613052 -5.516554 4.921644 -0.218 0.020 0.124 -0.042
H 4.043920 4.405862 -3.106154 0.060 -0.050 0.086 0.117
H -5.270116 -3.813390 -1.201241 -0.030 0.070 -0.178 0.114
O -9.280343 -4.839523 -5.524234 -0.063 0.085 -0.044 0.092
O 4.771209 -1.449369 8.362659 -0.090 0.083 0.050 0.078
C -4.912425 -3.329097 -0.295239 -0.226 -0.556 0.104 -0.147
H 1.191166 -8.238725 1.026661 -0.285 -0.081 -0.092 0.061
C 1.589222 -5.774561 -0.782501 0.515 -0.312 0.353 -0.493
O 7.123891 6.377796 -4.394699 0.117 -0.027 -0.258 0.177
H 7.717791 0.788625 5.446684 0.009 -0.032 -0.064 0.130
O 0.340972 4.711528 -4.990580 0.241 0.145 -0.102 0.140
H -0.616680 -1.940665 -0.029285 -0.107 0.090 -0.208 0.112
O 5.028163 6.158840 -3.617572 0.036 -0.087 0.085 0.074
O 5.444848 11.165264 -2.528828 0.030 0.103 -0.096 0.074
H 2.377217 -2.044043 1.061736 -0.074 0.127 -0.317 0.089
C -11.934104 -2.549751 1.215791 -0.420 -0.121 -0.018 -0.025
H 13.118181 0.546448 4.255311 -0.099 0.171 -0.039 0.141
O 5.696461 1.248806 5.359115 0.068 0.180 -0.279 0.074
C -14.242102 -2.990748 1.794151 0.398 0.011 -0.088 -0.052
C -0.460287 4.139448 -1.018001 -0.032 0.005 -0.126 -0.549
H 1.799678 -4.717541 -0.681739 -0.183 0.172 -0.087 0.040
H 4.313553 12.744643 -3.271040 -0.043 -0.176 0.045 0.141
C 6.006133 8.625154 -8.980395 0.077 0.119 0.022 -0.546
C 7.188425 2.274146 3.962998 0.197 -0.324 -0.049 -0.290
C -6.071651 -3.279009 0.683144 0.693 0.815 -0.245 -0.225
F 8.418808 2.097504 3.418649 -0.071 -0.019 -0.061 0.078
F 5.501644 3.772363 -1.182525 0.207 0.280 -0.083 0.053
H 0.226235 -1.798956 1.993152 -0.182 0.041 0.215 0.113
O 7.243534 8.673286 -8.425041 -0.330 -0.016 0.072 0.078
F 11.801400 -1.753555 5.568866 -0.043 0.045 0.033 0.080
O 0.897827 4.206468 -0.874929 -0.154 -0.204 0.263 0.124
H 5.852217 13.195132 -2.501821 0.097 0.021 -0.090 0.145
H 5.661621 7.218350 -6.611465 -0.053 0.033 0.178 0.165
O -8.723099 -4.186567 1.650558 0.155 -0.255 -0.005 -0.233
H -4.136177 -4.678691 1.203398 -0.079 -0.313 0.010 0.072
C -2.539861 -3.358384 0.721572 -0.234 -0.021 -0.178 -0.210
C 1.395842 3.857856 -5.055662 -0.027 -0.042 -0.045 -0.534
P -8.473958 -3.801345 0.256630 0.019 -0.058 1.031 0.338
C -14.332714 -3.949531 0.783782 0.275 0.130 -0.324 -0.274
O -10.503359 -3.486212 -4.250220 0.275 0.122 -0.035 0.132
C -5.616012 -7.545731 4.837702 -0.014 0.069 0.065 -0.547
F 6.742429 13.370399 -4.830544 0.022 -0.064 -0.006 0.076
H 0.551769 -3.099605 -0.538642 0.083 -0.253 -0.114 0.105
H 1.972465 -6.062392 -1.759124 -0.157 -0.109 -0.213 0.073
C 1.389370 2.876847 -0.904079 0.168 0.160 -0.380 -0.300
H 1.479337 2.494631 0.112514 0.180 -0.006 -0.016 0.170
H -7.614923 -5.122412 4.776357 -0.070 -0.205 -0.005 0.142
O 4.554055 0.743745 8.710267 -0.120 -0.091 -0.254 0.135
N -1.313869 -3.864048 0.101458 -0.229 -0.139 0.593 -0.200
O -9.133331 -4.997493 -3.291849 -0.051 -0.113 0.111 0.175
C 6.511472 10.523877 -3.061847 0.024 -0.040 0.029 -0.551
C 6.097059 12.247942 -4.428905 0.295 0.153 0.029 -0.318
H -6.460703 -5.895767 2.764183 0.020 0.172 -0.055 0.167
O 5.783243 8.601678 -10.140870 -0.053 0.043 -0.079 0.183
C 1.998331 -8.044106 0.332063 0.648 0.107 0.175 -0.131
C -12.018890 -3.486966 0.193292 -0.445 -0.101 0.110 -0.184
C 4.873754 1.430070 0.410159 -0.055 0.145 0.096 -0.042
O 6.242736 1.520533 3.212860 -0.008 0.384 0.351 0.097
H 13.169430 0.296166 6.014897 -0.066 -0.113 0.037 0.145
F 5.070156 8.934669 -5.767091 -0.082 0.036 -0.071 0.068
S -1.442418 -5.952357 1.788474 -0.337 -0.028 0.022 0.740
C 4.419942 5.312047 -2.631455 -0.178 0.036 0.043 -0.043
F 6.904977 0.579277 -0.480587 -0.094 -0.079 -0.062 0.082
F -1.320972 5.278346 -6.416360 0.033 -0.034 0.064 0.085
H 3.411206 -6.432801 0.074342 0.211 0.120 0.145 0.104
H 2.276260 -3.788355 1.059282 0.093 -0.098 -0.111 0.079
H 0.524967 6.019816 -6.563887 -0.091 0.054 -0.005 0.176
H -6.203543 -4.274778 1.084678 -0.294 -0.097 0.174 0.080
H -8.564630 -5.140807 -1.460383 0.255 0.051 -0.225 0.043
H 2.659447 0.383805 8.008855 -0.076 0.062 0.059 0.175
F 2.614235 2.876195 -1.495066 -0.064 0.209 0.118 0.061
H -16.453874 -4.247689 0.987548 -0.207 0.000 -0.021 0.073
F -11.801622 -2.513722 -5.826187 0.012 -0.048 0.068 0.086
H -2.458125 -3.300857 1.808147 0.069 -0.020 0.159 0.106
H 7.288645 2.353608 6.141691 -0.192 -0.032 0.095 0.136
O -4.993163 -6.767640 3.904597 -0.289 -0.183 -0.019 0.127
C 0.361328 2.165736 -1.747648 -0.198 -0.375 0.047 -0.039
```
Forces are in eV/Å.

Properties
**2S+1**: 1
**SMILES**: CCCCN(CCCCO[P@](=O)(O)OCc1cccc(C)c1)C(=S)SCCC.O=C1OC[C@@H](F)O1.O=C1OC[C@@H](F)O1.O=C1OC[C@@H](F)O1.O=C1OC[C@@H](F)O1.O=C1OC[C@@H](F)O1.O=C1OC[C@@H](F)O1.O=C1OC[C@@H](F)O1.O=C1OC[C@@H](F)O1.O=C1OC[C@@H](F)O1.O=C1OC[C@@H](F)O1.O=C1OC[C@@H](F)O1
**E_HOMO**: -7.78 eV
**Orbital gap**: 0.2905 hartree